Entry 1:
The following is a DFT calculation (ωB97M-V with the def2-TZVPD basis set) of one molecule with the formula C23H31ClN6O.

Last column: natural (NBO) charge in e.
Geometry (Å):
1 C 0.50505 0.87085 -2.68739  -0.624
2 H 0.48176 -0.09281 -2.18218  0.229
3 H 1.51401 1.27037 -2.63209  0.222
4 H 0.25067 0.72950 -3.73515  0.204
5 C -0.44801 1.84073 -2.00113  -0.228
6 N -1.77194 1.28553 -1.83691  -0.341
7 C -2.69419 1.59605 -0.88397  0.343
8 N -3.80832 0.92527 -1.06081  -0.483
9 C -3.61399 0.15034 -2.15667  -0.092
10 C -2.36404 0.36200 -2.65520  -0.114
11 H -1.86850 -0.06200 -3.50183  0.218
12 H -4.38293 -0.50530 -2.51304  0.206
13 C -2.51683 2.60548 0.20217  -0.273
14 N -2.85556 2.04626 1.50645  -0.430
15 C -3.28965 3.06641 2.43666  -0.405
16 H -2.51008 3.81548 2.64539  0.165
17 H -4.16353 3.57003 2.02758  0.206
18 H -3.57411 2.59399 3.37657  0.199
19 C -1.75325 1.27636 2.06558  -0.276
20 C -1.36909 0.12982 1.20164  0.172
21 C -0.12441 -0.26865 0.74188  0.005
22 N -0.21985 -1.41341 0.01818  -0.489
23 C -1.49883 -1.74278 0.03036  0.324
24 C -2.16173 -2.82713 -0.56193  -0.209
25 C -3.50879 -2.95890 -0.38518  -0.212
26 C -4.21447 -1.99832 0.37289  -0.090
27 C -3.58023 -0.92998 0.93485  0.029
28 N -2.24052 -0.82596 0.77388  -0.326
29 H -4.07850 -0.14163 1.47367  0.263
30 Cl -5.91532 -2.16925 0.57128  0.021
31 H -4.04981 -3.78137 -0.82383  0.232
32 H -1.58719 -3.52881 -1.14274  0.236
33 C 1.13977 0.48200 0.92892  0.663
34 O 1.15855 1.70052 0.77991  -0.660
35 N 2.24139 -0.21016 1.27542  -0.425
36 C 2.25260 -1.60933 1.62947  -0.203
37 H 2.84095 -1.71765 2.54898  0.188
38 C 2.81922 -2.54920 0.55884  -0.411
39 C 4.31226 -2.35127 0.27246  -0.409
40 H 4.80049 -1.93890 1.15620  0.188
41 C 4.62281 -1.48553 -0.95266  -0.395
42 H 5.69022 -1.25005 -0.94732  0.199
43 H 4.42687 -2.08292 -1.84718  0.201
44 C 3.82393 -0.19142 -1.09526  -0.397
45 C 4.06292 0.87220 -0.02530  -0.417
46 H 5.13129 1.06987 0.07927  0.203
47 H 3.58107 1.79103 -0.36409  0.221
48 C 3.48868 0.52550 1.35696  -0.218
49 H 3.29627 1.46080 1.89371  0.225
50 H 4.19409 -0.06576 1.93898  0.197
51 H 2.75955 -0.42258 -1.12895  0.204
52 H 4.08859 0.24759 -2.06114  0.209
53 H 4.76940 -3.32820 0.09604  0.210
54 H 2.23050 -2.44022 -0.35115  0.224
55 H 2.65875 -3.56353 0.92938  0.210
56 H 1.22874 -1.91686 1.84490  0.227
57 H -2.08138 0.89797 3.04256  0.206
58 H -0.85379 1.89781 2.21945  0.214
59 H -1.49412 3.01260 0.19175  0.196
60 H -3.21297 3.42593 0.00459  0.224
61 H -0.51749 2.77039 -2.58078  0.192
62 H -0.04697 2.08118 -1.01296  0.250

Force components x, y, z for each atom (eV/Å):
C -0.19 0.14 0.13
H 0.05 -0.10 0.02
H 0.11 0.03 -0.02
H 0.02 -0.04 -0.10
C 0.54 0.31 -0.05
N -0.37 -0.11 0.11
C -0.08 0.06 -0.20
N -0.29 0.45 0.31
C 0.17 0.02 -0.18
C -0.15 -0.20 -0.20
H 0.17 -0.08 -0.16
H -0.11 -0.18 -0.16
C 0.03 0.07 0.03
N 0.03 0.00 -0.01
C -0.01 0.01 -0.01
H 0.00 0.04 0.03
H -0.02 0.07 0.04
H -0.01 0.04 0.05
C -0.05 -0.01 0.12
C 0.87 0.46 0.31
C -1.02 0.00 0.01
N 0.26 -0.27 -0.22
C 0.15 0.27 0.18
C -0.46 -0.18 -0.04
C 0.37 0.02 -0.08
C 0.39 0.38 0.36
C -0.86 -0.54 0.04
N 0.53 -0.49 -0.36
H -0.01 0.03 -0.02
Cl -0.26 0.02 0.01
H -0.06 -0.09 -0.04
H 0.06 -0.08 -0.05
C 0.00 -0.08 0.19
O 0.06 0.30 -0.07
N 0.03 0.13 0.11
C -0.19 -0.65 -0.08
H -0.06 0.02 -0.04
C 0.13 0.12 0.24
C -0.04 -0.07 -0.17
H 0.08 -0.05 0.08
C -0.14 0.06 0.06
H 0.05 -0.01 -0.10
H 0.07 -0.04 -0.02
C 0.35 0.05 0.05
C -0.19 -0.10 -0.06
H 0.06 0.07 -0.01
H 0.08 0.05 0.05
C 0.18 0.45 -0.07
H 0.09 -0.15 0.00
H -0.10 -0.02 0.00
H -0.07 0.01 -0.12
H -0.10 0.00 -0.02
H 0.05 0.04 0.08
H -0.09 -0.06 -0.02
H -0.06 -0.04 -0.01
H 0.17 0.03 0.09
H 0.03 0.07 -0.02
H -0.12 -0.13 0.03
H -0.08 0.06 0.01
H 0.10 -0.02 0.03
H 0.03 -0.09 0.09
H -0.12 -0.01 -0.16

## Properties
- E_LUMO (eV) = 0.55
- highest occupied orbital energy (eV) = -7.968
- structure (SMILES) = CCn1ccnc1CN(C)Cc1c(C(=O)N2CCCCCCC2)nc2ccc(Cl)cn12
- molar mass (g mol⁻¹) = 442.995
- HOMO-LUMO gap (eV) = 8.52
- energy (hartree) = -1759.0376
- ΔE to the lowest compared entry with this formula, charge and spin (kcal per mole) = 4.7

Entry 2:
The following is a DFT calculation (ωB97M-V with the def2-TZVPD basis set) of C23H31CrF6O3 as an isolated structure.

Last column: natural (NBO) charge in e.
Geometry (Å):
1 O -1.85043 0.18957 -3.99990  -0.561
2 C -2.78238 0.14861 -2.85656  -0.069
3 C -2.95681 -1.36811 -2.85029  -0.459
4 H -3.63985 0.69414 -3.23730  0.176
5 H -2.35248 0.56902 -1.92476  0.191
6 C -1.91832 -1.29704 -4.00519  0.264
7 H -3.92765 -1.80203 -3.09503  0.202
8 H -2.60371 -1.91089 -1.97509  0.227
9 C -2.44118 -1.66903 -5.37402  -0.620
10 H -3.32715 -1.15475 -5.75131  0.211
11 H -2.68264 -2.72662 -5.39862  0.201
12 H -1.71194 -1.49831 -6.14479  0.211
13 C -0.61921 -2.03575 -3.57171  -0.641
14 H -0.62368 -2.26350 -2.49931  0.228
15 H 0.31197 -1.47149 -3.70876  0.229
16 H -0.51829 -3.06185 -3.97064  0.213
17 Cr 0.39538 -0.48686 0.90436  1.306
18 C -0.89582 -2.94266 1.68497  -0.279
19 C -0.45875 -1.90936 2.55716  -0.312
20 C -1.23042 -0.72154 2.24264  -0.403
21 H 0.21608 -2.08141 3.38513  0.219
22 C -1.76497 -0.94244 0.88071  -0.516
23 C -1.62898 -2.37142 0.63669  -0.293
24 H -2.10348 -2.94592 -0.15027  0.196
25 H -0.62723 -3.99288 1.74538  0.212
26 H -1.37427 0.15763 2.85519  0.229
27 H -2.34680 -0.23241 0.29096  0.209
28 C 2.58929 -2.82602 1.49907  -0.284
29 C 1.91953 -3.64117 0.54921  -0.321
30 C 1.40371 -2.79764 -0.47721  -0.292
31 H 1.88448 -4.73619 0.59298  0.196
32 C 1.98011 -1.49120 -0.32286  -0.515
33 C 2.59281 -1.46600 1.02940  -0.416
34 H 3.24810 -0.68532 1.45455  0.204
35 H 3.11543 -3.22306 2.38071  0.198
36 H 0.66473 -3.12179 -1.20265  0.197
37 H 2.01909 -0.66942 -1.04810  0.210
38 O -0.14849 1.87491 -0.19754  -0.569
39 C 0.07468 2.04710 -1.62017  -0.085
40 C -0.10112 3.55169 -1.96991  -0.426
41 H -0.55845 1.38959 -2.22304  0.210
42 H 1.09759 1.69906 -1.84122  0.164
43 C -0.22146 4.27829 -0.63918  -0.426
44 H -1.01422 3.72748 -2.55354  0.206
45 H 0.71336 3.98599 -2.57690  0.206
46 C 0.16018 3.18907 0.32403  -0.068
47 H -1.22832 4.65757 -0.48553  0.197
48 H 0.45964 5.12711 -0.58828  0.208
49 H -0.27307 3.32533 1.30228  0.225
50 H 1.25822 3.24025 0.43679  0.154
51 C 2.95638 1.79147 2.91450  -0.636
52 C 1.55317 1.35052 3.23381  0.132
53 O 0.85550 0.82748 2.20927  -0.833
54 C 1.62548 0.40104 4.49011  0.946
55 F 2.39366 0.89336 5.49918  -0.339
56 F 0.40486 0.12472 5.00981  -0.319
57 F 2.20380 -0.78311 4.10733  -0.326
58 C 0.67509 2.53700 3.77740  0.965
59 F 1.18406 3.16410 4.85345  -0.337
60 F 0.63692 3.53799 2.84649  -0.349
61 F -0.61652 2.19065 4.04820  -0.321
62 H 3.63755 0.99462 3.18773  0.229
63 H 3.21865 2.67846 3.47310  0.217
64 H 3.09857 1.98336 1.85713  0.227

Force components x, y, z for each atom (eV/Å):
O 0.09 -1.66 1.79
C -0.13 0.85 -0.20
C 0.39 0.11 -0.58
H -0.41 0.23 0.70
H -0.33 -0.08 -0.58
C 0.21 -0.34 -0.33
H -0.07 0.44 -0.26
H 0.13 0.38 0.00
C -0.11 -0.78 -0.28
H -0.11 0.32 0.73
H 0.02 -0.37 0.00
H 0.72 0.07 -0.25
C 0.13 -0.16 0.32
H -0.24 0.55 -0.05
H -0.31 -0.07 -0.47
H -0.12 0.60 -0.51
Cr 1.05 -0.39 0.16
C 0.36 0.50 -0.35
C -2.12 -0.17 0.37
C -0.48 -1.14 -1.42
H -0.29 0.22 0.09
C -1.14 -1.10 1.79
C -0.10 1.09 0.47
H 0.26 0.21 -0.20
H 0.19 0.33 -0.07
H 0.34 -0.07 -0.30
H -0.03 -0.28 0.36
C 0.22 0.22 -0.90
C 0.14 1.00 0.16
C 1.37 -0.42 0.19
H -0.49 0.54 0.09
C -0.14 -0.14 1.55
C 0.77 -1.20 -1.17
H -0.59 -0.43 -0.43
H -0.39 0.45 -0.37
H 0.47 0.11 -0.17
H -0.13 -0.33 0.17
O -0.58 1.71 -1.46
C 0.68 -0.28 -0.30
C -0.36 0.07 -0.98
H -0.14 0.17 0.39
H -0.03 0.30 0.09
C -0.22 -0.29 -0.39
H 0.17 -0.28 0.00
H -0.14 -0.57 0.25
C 0.88 -0.39 0.95
H -0.16 -0.08 0.11
H 0.03 -0.04 0.19
H -0.29 -0.47 -0.52
H -0.21 -0.15 0.17
C 0.63 0.18 0.07
C -1.78 -0.33 0.57
O 0.94 1.04 0.69
C 0.26 -1.12 -0.58
F -0.33 -0.21 -0.33
F 0.94 -0.12 -0.16
F -0.54 0.89 0.59
C -0.13 0.81 -0.66
F -0.16 -0.37 0.55
F 0.09 -0.31 0.96
F 1.17 0.55 -0.29
H 0.25 -0.08 0.02
H 0.25 0.25 0.20
H -0.34 0.05 -0.15

## Properties
- E_LUMO (alpha / beta) (eV) = 2.74 / 2.73
- highest occupied orbital energy (alpha / beta) (eV) = -2.920 / -3.637
- molar mass (g mol⁻¹) = 521.482
- 2S+1 = 5
- HOMO-LUMO gap (alpha / beta) (eV) = 5.66 / 6.37
- energy (hartree) = -2764.3005
- ΔE to the lowest compared entry with this formula, charge and spin (kcal per mole) = 23.3
- charge = -1

Entry 3:
The following is a DFT calculation (ωB97M-V with the def2-TZVPD basis set) of C23H31F6FeO3 as an isolated structure.

Last column: natural (NBO) charge in e.
Geometry (Å):
1 O 2.48871 -1.09316 -1.97956  -0.551
2 C 2.18347 -2.50924 -2.20406  -0.068
3 C 3.00194 -2.69402 -3.46694  -0.473
4 H 1.12680 -2.70711 -2.37292  0.199
5 H 2.49011 -3.05760 -1.31788  0.177
6 C 3.32664 -1.19710 -3.22619  0.280
7 H 2.44613 -2.95962 -4.37040  0.211
8 H 3.85446 -3.37281 -3.34009  0.200
9 C 2.74410 -0.15809 -4.17939  -0.637
10 H 1.65410 -0.25081 -4.16464  0.238
11 H 3.06933 -0.20947 -5.23700  0.203
12 H 2.97537 0.82293 -3.73785  0.217
13 C 4.84082 -1.05250 -3.01899  -0.626
14 H 5.19262 -1.84485 -2.34610  0.207
15 H 5.06710 -0.07363 -2.57373  0.215
16 H 5.42113 -1.17738 -3.95754  0.210
17 Fe 0.21044 1.15932 1.33259  1.324
18 C 0.65600 1.74113 3.64446  -0.323
19 C -0.11945 0.61482 4.00378  -0.292
20 C 0.43805 -0.53327 3.36816  -0.323
21 H -0.93738 0.61115 4.70142  0.208
22 C 1.67402 -0.16716 2.77377  -0.388
23 C 1.77326 1.27805 2.84832  -0.476
24 H 2.66187 1.83286 2.54287  0.225
25 H 0.49033 2.76633 3.97384  0.215
26 H 0.03936 -1.53577 3.36573  0.218
27 H 2.47004 -0.83728 2.46940  0.221
28 C -0.87575 3.51418 1.57528  -0.282
29 C 0.54725 3.49940 1.50344  -0.340
30 C 0.92518 2.99444 0.21098  -0.457
31 H 1.23071 3.90633 2.24409  0.215
32 C -0.28898 2.68470 -0.49605  -0.390
33 C -1.38589 3.03614 0.33720  -0.307
34 H -2.42574 3.00505 0.02312  0.227
35 H -1.47159 3.90054 2.40259  0.200
36 H 1.91050 3.04243 -0.24350  0.226
37 H -0.35073 2.37714 -1.53653  0.216
38 O -0.89356 -1.27447 -3.18897  -0.563
39 C -0.69768 -0.34405 -2.02381  -0.085
40 C -0.17392 -1.13813 -0.82079  -0.478
41 H -1.69337 0.09171 -1.75579  0.185
42 H -0.08262 0.51719 -2.33417  0.199
43 C -0.83586 -2.50398 -1.10602  -0.447
44 H -0.48427 -0.72424 0.15199  0.221
45 H 0.92181 -1.17461 -0.80346  0.229
46 C -1.46620 -2.46149 -2.54251  -0.080
47 H -1.64945 -2.57089 -0.37839  0.228
48 H -0.19513 -3.36542 -0.91651  0.201
49 H -2.57639 -2.33872 -2.43870  0.172
50 H -1.27594 -3.38786 -3.13956  0.177
51 C -3.17764 1.56880 3.08219  -0.649
52 C -2.91914 0.45380 2.09204  0.158
53 O -1.67793 0.44734 1.53086  -0.936
54 C -3.22218 -0.90103 2.86427  0.950
55 F -4.42300 -0.89822 3.52692  -0.346
56 F -3.22264 -1.95966 2.02093  -0.332
57 F -2.27578 -1.13217 3.82288  -0.334
58 C -4.05145 0.52032 0.96445  0.955
59 F -5.28869 0.11664 1.39002  -0.344
60 F -4.20406 1.81513 0.53107  -0.345
61 F -3.73343 -0.24477 -0.10443  -0.326
62 H -2.57172 1.42913 3.98012  0.229
63 H -4.21796 1.55752 3.40197  0.208
64 H -2.96612 2.54609 2.64173  0.234

Force components x, y, z for each atom (eV/Å):
O 1.69 -1.52 -2.11
C -0.90 -0.41 0.78
C -0.03 0.50 0.47
H 0.09 0.36 0.06
H 0.14 -0.35 0.02
C 0.56 0.46 -0.82
H -0.01 0.22 0.21
H -0.13 0.32 -0.18
C -0.16 0.02 0.05
H 0.08 -0.08 -0.05
H 0.18 -0.06 0.63
H 0.00 -0.12 -0.36
C -0.11 0.31 0.45
H -0.07 0.28 0.05
H 0.09 -0.22 -0.13
H -0.61 0.18 0.32
Fe -1.21 0.40 0.95
C 0.65 -1.00 0.57
C 1.27 -0.03 -0.49
C 0.87 0.40 0.76
H -0.21 0.05 -0.29
C -0.70 1.03 -0.17
C 0.29 -0.92 1.01
H -0.46 -0.02 0.12
H -0.01 -0.45 -0.16
H -0.02 0.04 0.16
H -0.29 0.09 -0.41
C 0.46 0.37 -0.96
C -0.41 0.74 -1.32
C -0.56 0.45 0.14
H -0.18 -0.29 -0.19
C 0.03 0.49 0.45
C 0.66 0.48 -0.19
H 0.37 -0.24 0.31
H 0.33 -0.28 -0.20
H -0.12 -0.26 0.26
H 0.00 0.05 0.34
O 0.03 -0.25 2.21
C -0.84 0.60 -0.59
C 0.37 -0.22 -0.85
H 0.54 -0.42 -0.24
H 0.01 -0.79 -0.14
C -1.01 -0.12 0.67
H -0.39 -0.28 -0.58
H -0.64 0.02 -0.05
C 0.25 0.59 0.29
H -0.08 -0.30 -0.11
H 0.09 0.08 -0.19
H 0.82 -0.01 -0.22
H 0.06 0.90 0.26
C -0.40 0.56 0.48
C 0.48 -0.56 -0.56
O -1.49 -0.74 0.01
C 0.48 0.20 0.19
F 0.77 -0.22 -0.32
F -0.04 0.24 0.55
F -0.99 -0.11 -0.77
C 0.41 0.31 0.09
F 0.66 0.35 -0.46
F -0.12 -1.14 0.10
F -0.34 0.57 0.44
H 0.00 0.09 -0.34
H -0.19 0.05 0.01
H 0.03 -0.40 0.05

## Properties
- E_LUMO (alpha / beta) (eV) = 2.55 / 2.55
- highest occupied orbital energy (alpha / beta) (eV) = -3.594 / -4.189
- molar mass (g mol⁻¹) = 525.331
- 2S+1 = 5
- HOMO-LUMO gap (alpha / beta) (eV) = 6.15 / 6.74
- energy (hartree) = -2983.5706
- ΔE to the lowest compared entry with this formula, charge and spin (kcal per mole) = 0.0
- charge = -1